# 1
48
Properties=species:S:1:pos:R:3:forces:R:3:lowdin_charge:R:1 method="wB97M-V/def2-TZVPD" largest_force_ev_per_a=19.7 total_energy_ev=-31596.399 spin_multiplicity=1
C -6.597608 -2.220501 -0.975205 4.322 -3.994 -2.091 0.060
C -5.252373 -2.083102 -0.280092 -16.042 -0.476 4.703 -0.549
N -5.119254 -1.997218 0.980221 -6.718 -0.772 3.371 0.076
N -3.909975 -1.952509 1.254393 5.154 -0.398 -2.023 0.131
C -3.323517 -1.989843 -0.001581 0.648 0.472 9.342 -0.331
O -4.266043 -1.984651 -0.841576 11.441 0.574 -11.545 0.261
C -1.995156 -1.640266 0.088169 -5.635 11.317 -15.110 -0.052
N -1.562179 -0.141198 0.180676 1.753 -6.613 5.208 -0.186
C -1.609912 0.054661 1.644357 -1.111 1.660 -0.131 -0.061
H -1.250217 1.014994 1.948010 -0.460 1.471 -0.478 0.076
H -0.869243 -0.427324 2.203447 0.928 -2.219 0.282 0.072
H -2.639264 -0.095537 2.083903 0.959 0.060 -0.582 0.102
C -2.284680 0.670052 -0.518208 -3.190 10.071 8.215 -0.143
C -1.641458 2.283809 -0.264087 -2.286 -10.403 -3.175 -0.129
C -0.323257 2.507768 -0.357910 0.559 1.974 2.741 -0.132
N -0.343702 3.842668 0.025703 10.404 -1.842 -1.214 0.009
N -1.442668 4.268657 -0.048833 -6.895 9.320 1.641 -0.014
C -2.365624 3.375469 -0.127872 2.235 0.723 -0.023 -0.102
H -3.280251 3.718813 -0.283907 -4.127 0.573 -0.248 0.078
H 0.520209 4.500926 0.071409 -2.138 -1.560 -0.222 0.218
C 0.843558 1.704149 -0.311788 1.386 12.798 9.265 -0.173
C 0.873860 0.664722 -0.860648 6.183 -13.066 -6.974 -0.087
C 2.124177 -0.094440 -0.927061 -0.922 0.421 3.271 0.071
C 3.136835 0.171275 0.020628 0.193 -5.422 -6.900 -0.191
C 3.098004 1.437613 0.390672 9.024 0.114 7.082 -0.124
C 2.049805 2.074973 0.586552 -8.342 -1.074 -7.156 0.023
H 1.915452 2.742439 1.226764 -0.824 6.165 5.092 0.040
H 3.964149 1.713325 1.235366 -1.695 -0.403 -2.363 0.188
C 4.324925 -0.755696 0.008229 1.918 -1.499 -3.552 -0.068
C 5.056647 -1.038760 1.184824 -5.368 3.822 -1.184 -0.151
C 6.164770 -1.681608 1.112461 6.057 -6.040 3.221 -0.091
C 6.658759 -2.339046 -0.129094 4.416 -0.444 10.096 -0.101
C 6.116414 -1.999970 -1.197620 -3.339 1.005 -5.900 -0.217
C 4.928453 -1.379951 -1.290850 -4.377 4.454 4.293 0.036
H 4.460143 -1.094742 -2.217761 0.014 -0.102 -0.192 0.097
H 6.543680 -2.238616 -2.093326 1.159 -0.998 -2.390 0.094
H 7.602646 -2.924473 -0.135762 -0.790 0.537 0.367 0.122
H 6.617159 -1.986458 2.380544 -0.821 0.842 -4.451 0.194
H 4.580392 -0.566000 2.044109 0.714 -0.398 0.402 0.116
H 2.071456 -0.970552 -1.497656 0.292 -1.321 -0.608 0.094
H 0.256041 0.227502 -1.506618 -3.232 -0.914 -2.299 0.092
H -3.480676 1.009116 0.210999 2.292 -1.289 -2.302 0.198
H -2.461919 0.513334 -1.430500 -1.409 -1.545 -7.230 0.033
H -1.738568 -1.794484 -1.114533 0.204 0.099 2.182 0.195
H -1.399646 -2.141822 0.435729 10.793 -9.625 7.686 -0.008
H -6.412178 -3.139054 -1.742660 -0.640 1.825 1.674 0.143
H -6.736786 -1.437845 -1.618161 -0.942 2.272 -1.275 0.044
H -7.345292 -2.513159 -0.336426 -1.746 -0.150 1.485 0.049

# 2
53
Properties=species:S:1:pos:R:3:forces:R:3:mulliken_spin:R:1 method="wB97M-V/def2-TZVPD" largest_force_ev_per_a=0.1 total_energy_ev=-192491.808 s2=2.0069 spin_multiplicity=3
Pd -0.262384 0.260121 -0.142574 0.074 0.022 0.091 1.223
Cl 4.461924 -1.615391 0.644274 -0.009 0.004 0.005 0.000
C 3.373887 -0.958074 1.824953 0.012 -0.020 0.006 0.017
C 3.774763 -0.929275 3.165632 0.003 0.001 0.005 0.003
C 2.956860 -0.422002 4.135092 0.004 -0.005 0.009 -0.001
Cl 3.493044 -0.401152 5.792372 -0.005 0.002 -0.012 0.000
C 1.680172 0.078780 3.797960 -0.002 0.005 0.004 0.001
C 0.759448 0.623846 4.721283 0.011 -0.005 0.023 -0.002
C -0.454368 1.078596 4.292491 -0.008 -0.003 -0.019 0.005
C -0.771023 0.987601 2.925526 0.011 0.006 0.029 -0.008
N 0.065277 0.487982 2.051738 -0.029 -0.011 -0.002 0.097
C 1.287212 0.036752 2.441168 -0.062 0.014 0.009 -0.046
C 2.139047 -0.476661 1.392920 0.035 -0.003 -0.029 0.011
O 1.765759 -0.477868 0.161459 0.025 -0.072 -0.049 0.147
H 4.750297 -1.314108 3.429480 0.002 -0.002 -0.008 0.000
H 1.032633 0.674953 5.766507 0.003 0.000 -0.003 0.000
H -1.169966 1.502585 4.982816 -0.003 -0.001 -0.004 0.000
H -1.725047 1.328132 2.538165 0.002 -0.002 -0.001 0.002
C 1.630810 0.047748 -3.465249 0.047 0.006 0.007 0.016
As -0.110505 0.027219 -2.624504 -0.090 -0.024 0.092 0.151
C -1.173293 1.154151 -3.785893 -0.011 -0.011 -0.029 0.009
C -0.763260 -1.755037 -3.075307 0.032 0.027 -0.047 0.014
C -0.795786 -2.179103 -4.402366 -0.008 -0.010 0.013 -0.013
C -1.257277 -3.443201 -4.729879 0.000 -0.003 0.007 0.000
C -1.693032 -4.301233 -3.728094 0.006 0.009 -0.006 -0.001
C -1.663907 -3.887622 -2.406815 0.005 0.002 -0.008 -0.016
C -1.200010 -2.617288 -2.071062 -0.029 -0.029 0.034 0.027
As -1.190273 -2.040310 -0.210255 -0.041 0.103 -0.044 0.168
C -0.398382 -3.552756 0.700531 0.061 0.002 0.032 0.008
C -3.066772 -2.192978 0.255442 -0.008 -0.036 -0.006 0.010
H 1.571875 -0.288630 -4.499404 0.021 0.004 -0.004 0.005
H 2.293724 -0.595243 -2.889391 0.000 -0.009 -0.005 -0.001
H 2.011629 1.067079 -3.424817 0.006 -0.002 -0.020 0.001
H -1.129221 0.804458 -4.816628 -0.008 0.024 -0.007 0.006
H -0.787877 2.170495 -3.721440 0.000 0.006 -0.006 0.000
H -2.202060 1.150221 -3.430389 0.002 0.003 -0.001 0.000
H -0.457744 -1.516808 -5.191508 -0.002 -0.007 0.001 0.001
H -1.277648 -3.760704 -5.764321 0.001 0.000 0.000 0.000
H -2.054762 -5.290290 -3.977399 0.000 0.001 -0.003 0.000
H -2.007900 -4.564216 -1.632524 0.000 0.004 -0.005 0.002
H -0.937035 -4.472003 0.476239 0.013 -0.014 0.008 0.006
H -0.431396 -3.360502 1.772235 -0.004 -0.015 0.002 0.001
H 0.641517 -3.639672 0.391205 0.004 -0.001 -0.003 0.001
H -3.470749 -3.153239 -0.063347 -0.020 0.008 0.011 0.005
H -3.601917 -1.377792 -0.228242 -0.007 -0.007 -0.004 0.001
H -3.168522 -2.088329 1.334832 0.000 -0.007 0.000 0.001
Cl -3.516715 3.665500 -1.929211 0.008 -0.012 0.009 0.001
C -2.471047 3.772729 -0.482471 -0.011 0.031 0.002 0.004
C -1.619811 2.524234 -0.331621 -0.038 -0.105 -0.014 -0.015
O -0.377757 2.648626 -0.334597 -0.011 0.049 -0.029 0.063
O -2.209248 1.410839 -0.196661 0.025 0.084 -0.031 0.094
H -3.126632 3.884255 0.377630 -0.001 -0.001 0.000 0.001
H -1.836654 4.644184 -0.597085 -0.002 0.003 0.001 0.000